Record 1
This record from OMol25 describes C22H44N3OP3STm as an isolated structure at a distorted geometry. The level of theory is ωB97M-V/def2-TZVPD.

Last column: Mulliken charge in e.
Geometry (Å):
Tm 0.190 -1.008 0.614  -0.016
P 1.170 -1.826 -1.861  0.952
P 3.007 -0.802 1.204  0.881
P -2.007 0.160 -0.644  1.047
H 1.854 1.525 0.491  0.300
C 0.781 1.438 0.717  -0.502
C 0.319 1.105 1.972  -0.584
H 0.979 1.061 2.839  0.410
C 1.905 -0.719 -3.118  -1.253
C 2.408 -3.175 -1.776  -1.208
C -0.118 -2.669 -2.856  -1.109
C 3.711 0.173 2.602  -1.358
C 3.826 -2.393 1.626  -1.311
C 4.233 -0.222 -0.050  -1.353
C -2.964 1.439 0.253  -1.367
C -3.380 -1.000 -1.005  -1.336
C -1.816 0.898 -2.307  -1.274
H 0.142 1.844 -0.082  0.371
H -0.748 1.133 2.246  0.329
H 2.146 -1.309 -4.014  0.438
H 2.813 -0.249 -2.719  0.352
H 1.183 0.069 -3.374  0.362
H 2.489 -3.625 -2.775  0.529
H 2.064 -3.938 -1.063  0.301
H 3.390 -2.808 -1.451  0.312
H 0.375 -3.192 -3.688  0.535
H -0.850 -1.951 -3.250  0.313
H -0.644 -3.394 -2.221  0.252
H 4.810 0.114 2.542  0.482
H 3.388 -0.226 3.573  0.340
H 3.405 1.224 2.530  0.433
H 4.916 -2.229 1.615  0.434
H 3.560 -3.164 0.892  0.298
H 3.507 -2.718 2.626  0.397
H 5.206 -0.154 0.459  0.534
H 3.956 0.774 -0.419  0.375
H 4.319 -0.901 -0.906  0.365
H -3.867 1.687 -0.319  0.473
H -2.368 2.346 0.397  0.325
H -3.254 1.053 1.237  0.429
H -4.195 -0.444 -1.494  0.500
H -3.733 -1.442 -0.064  0.392
H -3.024 -1.804 -1.659  0.332
H -2.798 1.240 -2.653  0.472
H -1.415 0.166 -3.015  0.285
H -1.133 1.753 -2.267  0.338
C -2.550 5.839 -1.762  0.875
C -2.238 6.583 -2.915  -0.487
C -1.902 7.932 -2.800  -0.514
C -1.877 8.548 -1.543  -0.499
C -2.205 7.815 -0.396  -0.471
C -2.543 6.465 -0.500  -0.519
S -2.973 4.152 -1.867  -0.195
H -2.523 3.889 -3.128  0.129
H -2.265 6.079 -3.881  0.282
H -1.659 8.503 -3.696  0.362
H -1.602 9.599 -1.460  0.382
H -2.199 8.294 0.582  0.367
H -2.802 5.878 0.381  0.315
C -1.849 -5.519 1.208  -0.801
N -1.058 -4.574 2.022  0.082
C -0.644 -4.975 3.271  0.015
C 0.110 -4.139 4.042  -1.188
C 0.337 -2.831 3.591  0.974
N -0.051 -2.455 2.344  -0.069
C -0.740 -3.351 1.574  0.151
O -1.029 -2.932 0.388  -0.405
N 1.001 -1.891 4.293  -0.204
H -2.006 -6.400 1.838  0.318
H -1.315 -5.828 0.298  0.319
H -2.822 -5.085 0.943  0.330
H -0.963 -5.985 3.511  0.444
H 0.492 -4.461 5.004  0.461
H 1.242 -2.074 5.256  0.292
H 0.895 -0.916 4.018  0.038

Computed properties:
Net charge = +3
<S²> = 2.002
HOMO energy (spin up / spin down) = -13.66 / -13.66 eV
Multiplicity = 3

Record 2
This record from OMol25 describes C22H45AlBr3CaCl2F5NO8S2 as an isolated structure at a distorted geometry. The level of theory is ωB97M-V/def2-TZVPD.

Last column: Mulliken charge in e.
Geometry (Å):
C -1.027 2.200 -3.441  0.367
O -1.339 1.851 -4.720  -0.474
C -1.089 0.421 -4.900  -0.707
C 0.390 0.308 -4.872  1.003
C 0.980 -1.090 -4.889  -1.290
C 2.138 -1.146 -3.890  -0.288
C 1.789 -1.549 -2.453  -0.104
C 1.190 -0.517 -1.484  0.505
C -0.238 -0.781 -1.081  -1.577
N -0.539 -0.023 0.188  0.356
C -0.747 -0.967 1.338  -1.429
S -1.723 1.017 0.116  0.872
O -2.623 0.878 -0.985  -0.512
O -2.246 1.321 1.403  -0.472
F -0.930 2.409 -0.270  -0.352
H -0.236 2.966 -3.416  0.413
H -0.693 1.376 -2.825  0.136
H -1.950 2.596 -2.907  -0.638
H -1.550 0.124 -5.830  0.343
H -1.569 -0.117 -4.086  0.340
H 0.763 0.778 -3.989  -0.883
H 0.790 0.858 -5.714  0.479
H 0.250 -1.880 -4.737  0.469
H 1.375 -1.249 -5.885  0.359
H 2.831 -1.897 -4.251  0.487
H 2.691 -0.192 -3.917  0.125
H 1.175 -2.445 -2.483  0.499
H 2.742 -1.780 -2.004  -0.504
H 1.783 -0.584 -0.579  0.765
H 1.254 0.463 -1.881  -0.594
H -0.358 -1.828 -0.844  0.634
H -0.894 -0.518 -1.897  0.459
H -0.627 -0.452 2.277  0.363
H -1.728 -1.421 1.305  0.566
H 0.006 -1.732 1.242  0.422
F 2.434 4.612 -3.913  -0.369
Al 2.792 3.553 -2.687  0.354
F 4.232 2.745 -2.953  -0.265
F 1.541 2.420 -2.642  -0.304
F 2.784 4.324 -1.210  -0.376
C 8.852 3.950 -5.268  -1.473
C 7.948 4.868 -4.488  0.557
C 6.855 4.184 -3.696  -0.481
O 5.847 5.200 -3.647  -0.256
C 5.990 5.984 -4.736  0.604
O 5.212 6.800 -5.103  -0.539
O 7.165 5.705 -5.362  -0.371
H 9.617 4.518 -5.797  0.369
H 9.346 3.247 -4.597  0.362
H 8.281 3.396 -6.012  0.360
H 8.538 5.526 -3.843  0.276
H 7.156 3.901 -2.691  0.342
H 6.440 3.313 -4.205  0.228
C 5.491 -1.528 -2.316  -0.202
Br 4.921 -0.552 -0.748  0.007
Br 7.397 -1.554 -2.454  -0.014
Br 4.767 -3.333 -2.361  -0.027
H 5.112 -0.998 -3.179  0.286
C -6.199 0.541 5.083  -1.000
S -4.857 -0.140 4.111  0.541
O -4.460 -1.426 4.743  -0.516
C -3.629 1.069 4.596  -0.787
H -7.063 -0.107 4.951  0.361
H -5.908 0.564 6.133  0.227
H -6.434 1.543 4.725  0.388
H -3.512 1.066 5.681  0.261
H -3.936 2.057 4.252  0.419
H -2.686 0.798 4.126  0.100
C -5.944 -4.471 4.744  -0.444
C -6.159 -5.986 4.709  -0.567
C -5.463 -6.369 3.408  -0.458
O -4.400 -5.432 3.233  -0.429
C -4.546 -4.344 4.157  0.007
H -6.023 -4.037 5.739  0.303
H -6.672 -3.973 4.097  0.258
H -5.654 -6.453 5.557  0.268
H -7.205 -6.285 4.731  0.337
H -6.147 -6.286 2.556  0.268
H -5.053 -7.379 3.424  0.285
H -3.781 -4.444 4.935  0.159
H -4.387 -3.409 3.638  0.008
Cl -3.693 0.089 8.628  -0.196
C -2.785 -1.286 7.934  -0.182
C -1.317 -1.209 8.246  -0.440
Cl -0.529 0.144 7.384  -0.191
H -2.967 -1.296 6.861  0.035
H -3.210 -2.192 8.362  0.342
H -0.827 -2.124 7.919  0.309
H -1.137 -1.077 9.309  0.336
Ca -2.178 4.174 -1.701  1.791

Computed properties:
Net charge = +1
HOMO energy = -10.61 eV

Record 3
This record from OMol25 describes a 2-piece molecular cluster, C22H45B2F4N5O4 overall at a distorted geometry. The level of theory is ωB97M-V/def2-TZVPD.

Last column: Mulliken charge in e.
Geometry (Å):
C -0.270 3.283 2.319  -1.218
C 0.567 1.954 2.359  0.737
C -0.402 0.772 2.676  -1.174
C -1.213 0.358 1.415  0.609
C -2.599 1.059 1.285  -0.586
C -3.455 0.188 0.301  -0.312
C -4.774 0.872 -0.154  -1.077
C -4.626 1.933 -1.287  -0.755
C -3.588 1.584 -2.395  -0.907
C -2.172 2.242 -2.175  -0.140
C -1.099 1.144 -2.515  0.220
C 0.318 1.742 -2.802  -1.413
C 1.489 1.057 -2.037  -0.704
C 1.318 -0.486 -1.891  0.706
C 2.666 -1.271 -2.070  -1.423
N 2.982 -2.109 -0.871  0.310
B 3.974 -1.492 0.108  0.416
O 5.310 -1.503 -0.317  -0.486
N 3.585 -0.879 1.364  0.068
C 3.804 0.598 1.103  -0.979
C 4.633 -1.248 2.376  -1.047
C 2.442 -3.261 -0.743  -0.095
N 1.588 -3.674 -1.766  0.036
C 0.353 -4.298 -1.293  -0.576
O -0.794 -3.473 -1.528  -0.248
C -1.445 -3.894 -2.682  0.777
C -2.856 -4.456 -2.679  -1.168
O -0.879 -3.781 -3.706  -0.470
N 2.718 -4.123 0.362  -0.371
O 2.014 -3.758 1.535  -0.013
C 2.752 -3.998 2.590  0.376
N 3.296 -3.936 3.569  -0.381
H 0.277 4.133 2.756  0.485
H -1.162 3.129 2.947  0.208
H -0.599 3.509 1.292  0.122
H 0.956 1.784 1.336  -0.522
H 1.417 2.028 3.056  0.391
H -1.042 1.066 3.527  0.461
H 0.208 -0.093 3.010  0.271
H -1.317 -0.746 1.423  0.509
H -0.608 0.610 0.519  -0.837
H -3.086 0.936 2.268  0.431
H -2.526 2.106 0.967  0.325
H -3.753 -0.696 0.902  0.493
H -2.862 -0.206 -0.541  -0.087
H -5.515 0.084 -0.376  0.407
H -5.167 1.411 0.732  0.281
H -4.428 2.949 -0.906  0.378
H -5.614 1.991 -1.788  0.352
H -3.953 1.930 -3.382  0.415
H -3.474 0.488 -2.495  0.384
H -2.071 2.468 -1.101  -0.260
H -2.047 3.132 -2.810  0.503
H -1.135 0.427 -1.683  -0.218
H -1.454 0.687 -3.459  0.478
H 0.506 1.761 -3.890  0.244
H 0.287 2.803 -2.491  0.504
H 2.421 1.282 -2.597  0.682
H 1.605 1.562 -1.063  -0.051
H 0.543 -0.897 -2.554  0.341
H 0.993 -0.656 -0.844  -0.082
H 3.463 -0.505 -2.131  0.574
H 2.723 -1.836 -3.007  0.282
H 5.572 -2.439 -0.357  0.359
H 2.990 1.020 0.498  -0.053
H 4.798 0.799 0.653  0.430
H 3.801 1.083 2.090  0.488
H 4.141 -1.426 3.347  0.303
H 5.175 -2.179 2.129  0.398
H 5.375 -0.441 2.502  0.372
H 2.062 -4.222 -2.479  0.327
H 0.208 -5.211 -1.898  0.442
H 0.367 -4.624 -0.243  0.366
H -3.581 -3.665 -2.944  0.294
H -3.186 -4.874 -1.715  0.304
H -2.951 -5.247 -3.438  0.367
H 3.706 -4.310 0.517  0.423
B -1.541 6.393 4.655  0.621
F -2.135 5.103 4.693  -0.403
F -2.537 7.378 4.829  -0.391
F -0.581 6.499 5.688  -0.404
F -0.904 6.576 3.399  -0.419

Computed properties:
Net charge = 0
HOMO energy = -8.91 eV